{
  "formula": "C39H55FO12S3",
  "method": "the ωB97M-V functional and the def2-TZVPD basis",
  "elements": ["S", "S", "S", "F", "O", "O", "O", "O", "O", "O", "O", "O", "O", "O", "O", "O", "C", "C", "C", "C", "C", "C", "C", "C", "C", "C", "C", "C", "C", "C", "C", "C", "C", "C", "C", "C", "C", "C", "C", "C", "C", "C", "C", "C", "C", "C", "C", "C", "C", "C", "C", "C", "C", "C", "C", "H", "H", "H", "H", "H", "H", "H", "H", "H", "H", "H", "H", "H", "H", "H", "H", "H", "H", "H", "H", "H", "H", "H", "H", "H", "H", "H", "H", "H", "H", "H", "H", "H", "H", "H", "H", "H", "H", "H", "H", "H", "H", "H", "H", "H", "H", "H", "H", "H", "H", "H", "H", "H", "H", "H"],
  "coordinates": [[3.49707, 2.82192, -1.28472], [1.27419, 0.21578, -0.66242], [5.34644, -1.35436, 0.21152], [5.55879, -2.68716, 0.99685], [2.79333, 3.72930, -0.42763], [1.01963, -0.90415, -1.76572], [4.40173, 0.53538, -3.64180], [-11.51108, 2.05907, 3.52660], [6.46667, 7.66088, 2.86881], [6.15614, -1.41613, -0.95729], [1.35433, 8.03302, 1.53749], [0.37436, -0.02411, 0.42588], [-6.72231, 0.80997, 1.64644], [4.73119, 3.36207, -1.79017], [5.71545, -0.31633, 1.11201], [0.97947, 1.46882, -1.28792], [3.49900, -0.15905, -3.19424], [0.78893, -2.30509, -4.00159], [-2.84962, -4.07042, -0.57471], [3.77628, -1.59775, -2.79224], [-3.44939, 2.35920, 0.26862], [-8.97589, 1.28614, 1.16966], [3.37804, 6.84727, 1.32199], [-3.59255, -3.31527, 0.54813], [5.29650, 7.74320, 2.56236], [3.11430, 2.57598, 2.46085], [-4.69089, 1.71334, -0.35185], [-8.05313, 1.27099, 3.53253], [2.99165, 0.14300, -0.08565], [3.87893, -3.55755, -1.33889], [2.52470, 7.94594, 1.83949], [-7.81986, 1.09693, 2.07862], [2.81057, 0.31803, 1.48155], [-3.81234, -1.82591, 0.16226], [3.56675, -4.41251, -0.08524], [4.44313, 8.84261, 3.08028], [0.88928, -2.93699, -0.44034], [4.66228, 6.75349, 1.65773], [3.97855, 1.28406, -0.49281], [2.30968, 1.69397, 1.85076], [3.15962, 8.93734, 2.74512], [-5.20876, -1.56080, -0.40895], [-10.17952, 1.59874, 1.64161], [1.64017, -2.21778, -1.58438], [-1.33757, -4.15464, -0.32979], [-9.25645, 1.58332, 4.00559], [-10.41547, 1.77283, 3.09719], [-5.27355, -0.50029, -1.52908], [-4.27611, 0.65523, -1.39774], [3.17992, -2.15687, -1.47008], [3.60485, -1.30260, -0.21788], [3.66076, -4.52302, -2.52930], [1.10835, -2.94229, -2.84245], [4.71470, -5.39665, 0.27106], [-0.65102, -2.79551, -0.54260], [5.29937, 5.95883, 1.28968], [1.50040, -1.75140, -4.60552], [3.88481, 2.27971, 3.16415], [2.49460, 0.30090, -3.15701], [-3.02033, -1.57384, -0.53625], [4.85465, -1.72699, -2.83421], [3.97472, -4.13432, -3.49310], [3.10499, -1.83999, 0.59212], [2.94383, 3.63012, 2.26884], [-5.18410, -0.93739, -2.52492], [1.27187, 1.92558, 1.64334], [-3.02680, -3.54978, -1.51957], [4.54596, 1.58934, 0.38195], [-7.19482, 1.12926, 4.17686], [-5.24187, 2.49324, -0.88501], [-3.68404, 3.27370, 0.81469], [1.06837, -3.99659, -0.59319], [-2.95802, 1.66898, 0.95695], [-9.44835, 1.71379, 5.06286], [4.96295, -3.45299, -1.37131], [-8.78260, 1.15562, 0.11228], [5.69454, -4.97775, 0.05542], [-1.22182, -4.36514, 0.73863], [-0.24904, -2.36848, -4.32228], [2.18449, -0.47870, 1.88703], [-0.99614, -2.17271, 0.28116], [-2.72781, 2.61442, -0.51044], [-5.56189, -2.50142, -0.84624], [-5.34029, 1.28492, 0.41796], [-3.24901, 0.34420, -1.20586], [3.41387, -2.17607, -3.64399], [-6.26940, -0.04872, -1.47502], [2.90046, 6.13250, 0.66133], [-5.90731, -1.31741, 0.39017], [2.76853, 2.50274, -2.38094], [-3.69230, -1.21990, 1.06308], [3.77581, 0.23396, 1.97723], [2.74155, -5.07563, -0.34018], [4.32876, -5.36579, -2.33811], [-0.85881, -4.95567, -0.89670], [-3.25667, -5.08112, -0.63696], [0.92923, -4.01284, -2.80746], [4.58376, -6.32917, -0.27485], [2.66762, -4.96630, -2.54378], [4.92473, 9.55391, 3.73929], [4.62136, -5.64993, 1.32524], [-4.57727, -3.76869, 0.67330], [-4.25548, 1.16638, -2.36505], [-11.03683, 1.74068, 0.99618], [3.32712, -3.86959, 0.82673], [1.18171, -2.60844, 0.55591], [4.73376, 0.87445, -1.16413], [2.52138, 9.73143, 3.11154], [-3.05651, -3.40133, 1.49449], [-0.97796, -2.30914, -1.45992]],
  "mulliken_charge": [1.19, 1.59, 1.55, -0.23, -0.50, -0.27, -0.57, -0.54, -0.55, -0.66, -0.54, -0.82, -0.46, -0.74, -0.70, -0.76, -0.58, -1.30, -1.12, -2.02, -1.46, -0.17, -0.35, -1.16, 0.35, -0.77, 0.34, -0.34, 1.05, -1.20, 0.26, 0.25, -1.14, 0.53, -0.88, -0.41, -0.48, -0.32, -1.75, -0.35, -0.37, -0.59, -0.49, 1.62, -0.79, -0.39, 0.32, -1.02, -0.11, 2.34, -1.17, -1.86, -0.61, -1.68, -1.17, 0.49, 0.26, 0.30, 0.66, -0.49, 0.68, 0.29, 0.78, 0.26, 0.47, 0.39, 0.45, 0.88, 0.42, 0.45, 0.45, 0.29, 0.27, 0.40, 0.76, 0.45, 0.34, 0.36, 0.29, 0.61, 0.35, 0.34, 0.49, -0.19, -0.23, 0.74, 0.18, 0.63, 0.18, 0.12, 0.26, 0.66, 0.51, 0.62, 0.45, 0.41, 0.26, 0.41, 0.32, 0.40, 0.44, 0.53, 0.46, 0.41, 0.41, 0.50, 0.47, 0.41, 0.43, 0.51],
  "total_charge": 0,
  "smiles": "C=CC[C@@]1(C[SH](=O)=O)[C@H](S(=O)(=O)F)[C@@](CC=O)([C@H](C)CC)[C@@](C=C)(CCCCCCCCCCC)OS1(=O)=O.O=C1C=CC(=O)C=C1.O=C1C=CC(=O)C=C1",
  "largest_force_ev_per_a": 2.98,
  "homo_ev": -9.341
}